(1)
This record from the OMol25 dataset describes an isolated ion of composition C4H11N2O and charge -1. The level of theory is wB97M-V/def2-TZVPD.

## Properties
- HOMO-LUMO gap: 6.50 eV
- Energy: -9352.277 eV
- HOMO level: -2.541 eV
- ΔE to the lowest compared entry with this formula, charge and spin: 213.6 kJ/mol
- Charge: -1

```
18
C4H11N2O, DFT wB97M-V/def2-TZVPD
N -2.2273 -1.2388 -0.6606
C -0.9623 -0.9355 -1.3637
C 0.0840 -1.2201 -0.2053
N -0.0125 -0.0482 0.7951
C 0.5482 1.0734 0.0612
C 1.4931 1.8972 1.1603
O 2.5170 1.2160 1.5661
H -2.1147 -0.8915 0.2980
H -2.5446 -2.2084 -0.5850
H -0.8435 -1.7722 -2.0635
H -0.9919 0.0977 -1.8261
H 1.0928 -1.2114 -0.6362
H -0.2459 -2.1616 0.2462
H 0.8231 -0.2442 1.5534
H -0.2234 1.8649 -0.1372
H 1.1925 0.7463 -0.7635
H 1.7119 2.8646 0.6141
H 0.7037 2.1718 1.9468
```

Charges in e, computed with Löwdin, in the same order as the atoms: N -0.076; C -0.268; C -0.245; N -0.116; C -0.301; C -0.584; O -0.328; H 0.041; H 0.047; H 0.088; H 0.106; H 0.086; H 0.091; H 0.145; H 0.092; H 0.087; H 0.063; H 0.073

---

(2)
This record from the OMol25 dataset describes a single C4H6N2OS molecule. The level of theory is wB97M-V/def2-TZVPD.

## Properties
- HOMO-LUMO gap: 7.51 eV
- Energy: -20106.050 eV
- HOMO level: -8.657 eV
- ΔE to the lowest compared entry with this formula, charge and spin: 317.6 kJ/mol

```
14
C4H6N2OS, DFT wB97M-V/def2-TZVPD
C -0.5620 0.7512 -0.1211
C 1.5944 -0.0517 0.2220
C 0.7270 -1.2452 -0.1601
C -0.6887 -0.7093 -0.0946
H -2.8629 0.4248 -0.0128
H 1.0411 2.0066 0.1008
H 1.7646 -0.0178 1.3217
H 2.5848 -0.0758 -0.2583
H 0.8878 -2.1329 0.4804
H 0.9250 -1.5141 -1.2151
N -1.4250 1.7025 -0.0380
N 0.7990 1.0758 -0.2552
O -2.7423 1.3907 0.0353
S -2.0428 -1.6046 -0.0049
```

Charges in e, computed with Löwdin, in the same order as the atoms: C -0.378; C -0.206; C -0.185; C -0.657; H -0.028; H 0.141; H 0.123; H 0.117; H 0.124; H 0.134; N 0.048; N 0.015; O -0.059; S 0.811

---

(3)
This record from the OMol25 dataset describes a 3-piece molecular cluster, C5H16N2O3 overall. The level of theory is wB97M-V/def2-TZVPD.

## Properties
- HOMO-LUMO gap: 8.91 eV
- Energy: -14565.752 eV
- HOMO level: -8.459 eV
- ΔE to the lowest compared entry with this formula, charge and spin: 255.2 kJ/mol

```
26
C5H16N2O3, DFT wB97M-V/def2-TZVPD
C 1.7014 0.4201 0.1021
N 0.5007 0.7236 -0.6616
C -0.0294 2.0473 -0.6892
C -1.3253 2.1598 -1.5193
C -2.2822 1.0276 -1.3239
O -3.2883 0.8754 -1.9643
C 1.5883 0.3362 1.6403
N 0.8433 -0.8808 2.0435
H 2.5200 1.0647 -0.2265
H 1.9425 -0.6013 -0.2352
H -0.1329 -0.0413 -0.5165
H 0.6856 2.7118 -1.1889
H -0.0125 2.4579 0.3383
H -1.8890 3.0633 -1.2917
H -0.9511 2.3186 -2.5246
H -2.0500 0.3306 -0.4954
H 0.9834 1.1742 1.9906
H 2.6060 0.3322 2.0147
H 0.6901 -1.4931 1.2653
H 1.3594 -1.3382 2.7641
H -2.4856 -2.8389 -0.0602
H -2.3946 -3.0503 1.4118
O -1.8421 -2.9233 0.6519
H 0.4606 -2.1957 -0.7580
H 1.4595 -3.1318 -0.0089
O 1.3422 -2.5487 -0.7585
```

Charges in e, computed with Löwdin, in the same order as the atoms: C -0.226; N -0.084; C -0.250; C -0.124; C -0.270; O 0.053; C -0.240; N 0.003; H 0.115; H 0.085; H 0.068; H 0.114; H 0.110; H 0.124; H 0.121; H 0.117; H 0.089; H 0.102; H 0.008; H 0.050; H 0.042; H 0.028; O -0.047; H 0.009; H 0.048; O -0.043

---

(4)
This record from the OMol25 dataset describes C28H31BrCl81NOP as an isolated structure. The level of theory is wB97M-V/def2-TZVPD.

## Properties
- HOMO-LUMO gap: 4.75 eV
- Energy: -1126721.484 eV
- HOMO level: -3.810 eV
- Charge: -1

```
144
C28H31BrCl81NOP, DFT wB97M-V/def2-TZVPD
C -1.9185 3.7476 -7.7872
P -0.3567 4.8311 -7.6789
O -0.7917 6.0187 -6.4904
N 0.9914 3.9586 -7.0346
Br 0.5495 3.6520 -5.1889
H -1.9988 3.0090 -6.9267
H -2.0473 3.2437 -8.7823
H -2.7984 4.4670 -7.6785
H -1.4280 6.5822 -6.9695
C -1.1866 9.4751 -9.1056
Cl -2.2801 8.0911 -9.0020
Cl 0.0075 9.2313 -10.3855
Cl -2.0967 10.9689 -9.3806
H -0.6600 9.5653 -8.1602
C -1.8714 1.5931 -2.1056
Cl -1.2256 -0.0330 -2.3792
Cl -0.6364 2.8123 -2.4264
Cl -3.2999 1.8733 -3.1106
H -2.1667 1.6718 -1.0633
C 1.7007 -0.0697 -6.3971
Cl 2.8500 1.2347 -6.1048
Cl 2.5500 -1.6141 -6.6005
Cl 0.5303 -0.1787 -5.0761
H 1.1625 0.1483 -7.3151
C -6.0725 7.9042 -8.5260
Cl -7.6927 7.7455 -7.8299
Cl -5.3503 9.4490 -8.0589
Cl -5.0421 6.5551 -8.0267
H -6.1629 7.8823 -9.6083
C -1.0740 -3.1825 0.1532
Cl -2.6278 -3.9948 -0.0950
Cl -0.3033 -2.8066 -1.3881
Cl -1.2837 -1.7041 1.0960
H -0.4269 -3.8551 0.7090
C -1.3898 0.9200 4.6616
Cl -1.0757 1.0417 2.9283
Cl -2.6868 -0.2427 4.9784
Cl 0.0701 0.4765 5.5581
H -1.7140 1.8953 5.0107
C 3.8612 -1.3053 3.9421
Cl 4.3175 -1.6565 5.6153
Cl 5.2644 -0.7564 3.0161
Cl 3.1369 -2.7281 3.1862
H 3.1230 -0.5086 3.9488
C -2.7402 2.3970 7.7136
Cl -1.7796 3.5682 6.7986
Cl -1.6994 1.1043 8.3155
Cl -3.6053 3.1912 9.0367
H -3.4726 1.9559 7.0425
C 2.2242 7.2917 -5.4875
Cl 3.1229 8.1920 -4.2557
Cl 1.1818 8.3711 -6.4235
Cl 3.3336 6.4240 -6.5522
H 1.5915 6.5626 -4.9844
C 2.7477 -5.3347 7.6942
Cl 2.4660 -7.0633 7.4100
Cl 1.4301 -4.6253 8.6352
Cl 4.2982 -5.0787 8.5087
H 2.7767 -4.8351 6.7387
C -4.7422 6.0238 6.4436
Cl -3.4564 6.9189 5.6254
Cl -5.9689 7.1304 7.0746
Cl -5.4737 4.8440 5.3474
H -4.3047 5.4862 7.2802
C 4.5078 -6.9275 3.7790
Cl 2.9593 -7.7892 3.8509
Cl 5.0223 -6.7398 2.0985
Cl 4.4095 -5.3510 4.5480
H 5.2518 -7.5226 4.3006
C -3.0672 -7.2903 1.9138
Cl -2.9137 -8.4829 0.6175
Cl -4.2330 -7.8386 3.1258
Cl -1.4943 -6.9729 2.6514
H -3.4343 -6.3626 1.4834
C -7.5954 -5.9437 3.8735
Cl -9.1304 -6.8027 3.6882
Cl -6.8873 -5.5912 2.2931
Cl -7.8260 -4.4564 4.8021
H -6.9097 -6.5851 4.4189
C -3.6445 -4.0858 5.0030
Cl -3.4098 -3.9456 3.2579
Cl -4.8552 -5.3200 5.3793
Cl -2.1086 -4.4473 5.7990
H -4.0033 -3.1316 5.3780
C -3.6991 4.7889 -2.4002
Cl -3.1971 4.7317 -4.0927
Cl -5.0242 3.6544 -2.1037
Cl -2.3320 4.4390 -1.3350
H -4.0531 5.7921 -2.1817
C -0.8164 -7.2590 11.2548
Cl -1.7910 -8.7242 11.4469
Cl 0.3126 -7.4337 9.9076
Cl -1.8564 -5.8483 11.0155
H -0.2430 -7.1095 12.1647
C 4.5144 4.9943 -1.8282
Cl 2.9464 4.2662 -2.1971
Cl 5.3609 5.4282 -3.3174
Cl 4.3136 6.4140 -0.7894
H 5.1141 4.2630 -1.2941
C 0.2250 -10.3685 6.7988
Cl 0.9378 -9.0901 5.7955
Cl 1.4405 -11.5941 7.1858
Cl -0.4904 -9.7303 8.2870
H -0.5666 -10.8398 6.2236
C 5.7196 -3.5954 -5.4012
Cl 5.9179 -4.2084 -3.7548
Cl 7.2411 -2.9184 -6.0009
Cl 5.1423 -4.8752 -6.4767
H 4.9764 -2.8024 -5.3837
C 10.5344 -3.6958 -3.9123
Cl 11.6748 -2.3742 -3.6286
Cl 11.3952 -5.2289 -4.1076
Cl 9.3642 -3.8028 -2.5930
H 9.9934 -3.4888 -4.8312
C -11.1129 -9.5560 5.1419
Cl -11.4287 -11.2785 4.8970
Cl -12.4220 -8.8088 6.0663
Cl -9.5620 -9.3166 5.9544
H -11.0657 -9.0762 4.1684
C 8.8932 -2.5054 4.1412
Cl 7.3446 -3.3513 4.2408
Cl 9.4050 -2.3413 2.4567
Cl 8.7861 -0.9190 4.9161
H 9.6382 -3.0933 4.6688
C 5.1935 0.4785 -0.4199
Cl 3.5015 0.8001 -0.8177
Cl 5.8256 -0.8448 -1.4080
Cl 6.1719 1.9374 -0.6323
H 5.2478 0.1806 0.6233
C -1.4360 7.1331 1.2472
Cl -1.9239 6.2738 2.7145
Cl -2.8521 7.6361 0.3186
Cl -0.4245 8.5260 1.6500
H -0.8530 6.4536 0.6318
C 9.0789 6.2720 -4.5335
Cl 8.6961 5.1677 -3.2063
Cl 7.6001 6.9236 -5.2513
Cl 10.1257 7.5824 -3.9691
H 9.6121 5.7146 -5.2976
C -6.9044 3.9332 -10.6902
Cl -6.0438 5.2254 -11.5394
Cl -5.7965 2.6227 -10.2680
Cl -7.7018 4.5642 -9.2444
H -7.6658 3.5363 -11.3548
```

These are the Löwdin partial charges, in e, on atoms 1 to 99: C -0.339; P 0.552; O -0.510; N -0.791; Br 0.311; H 0.013; H 0.015; H -0.010; H -0.055; C -1.528; Cl 0.512; Cl 0.525; Cl 0.504; H -0.028; C -1.466; Cl 0.475; Cl 0.395; Cl 0.496; H 0.006; C -1.523; Cl 0.511; Cl 0.497; Cl 0.482; H 0.020; C -1.538; Cl 0.500; Cl 0.510; Cl 0.492; H 0.004; C -1.515; Cl 0.525; Cl 0.520; Cl 0.491; H 0.015; C -1.544; Cl 0.532; Cl 0.529; Cl 0.510; H -0.067; C -1.505; Cl 0.513; Cl 0.555; Cl 0.511; H 0.009; C -1.523; Cl 0.568; Cl 0.530; Cl 0.550; H 0.004; C -1.527; Cl 0.490; Cl 0.533; Cl 0.511; H -0.018; C -1.528; Cl 0.474; Cl 0.509; Cl 0.521; H -0.037; C -1.557; Cl 0.500; Cl 0.525; Cl 0.517; H -0.038; C -1.509; Cl 0.500; Cl 0.539; Cl 0.510; H 0.022; C -1.560; Cl 0.532; Cl 0.504; Cl 0.510; H -0.044; C -1.568; Cl 0.524; Cl 0.519; Cl 0.506; H -0.040; C -1.499; Cl 0.515; Cl 0.530; Cl 0.532; H 0.002; C -1.471; Cl 0.537; Cl 0.471; Cl 0.498; H 0.004; C -1.513; Cl 0.515; Cl 0.449; Cl 0.523; H 0.016; C -1.535; Cl 0.505; Cl 0.480; Cl 0.507; H -0.060

---

(5)
This record from the OMol25 dataset describes a single C3H4ClFS molecule. The level of theory is wB97M-V/def2-TZVPD.

## Properties
- HOMO-LUMO gap: 9.77 eV
- Energy: -29249.933 eV
- HOMO level: -8.995 eV
- ΔE to the lowest compared entry with this formula, charge and spin: 64.1 kJ/mol

```
10
C3H4ClFS, DFT wB97M-V/def2-TZVPD
C 0.8949 -1.9781 1.3612
C -0.7406 0.0326 0.5298
C -0.0213 0.6917 -0.3719
H 1.0535 -3.0342 1.2309
H 0.8817 -1.7446 2.4621
H 1.7626 -1.4687 0.9387
H -1.3718 0.6254 1.1532
F 0.6906 0.0837 -1.2902
S -0.7171 -1.7290 0.5571
Cl 0.1255 2.3562 -0.7177
```

Charges in e, computed with Löwdin, in the same order as the atoms: C -0.406; C -0.456; C -0.871; H 0.012; H 0.055; H 0.041; H 0.063; F -0.008; S 0.834; Cl 0.736

---

(6)
This record from the OMol25 dataset describes a single C5H9NO2 molecule. The level of theory is wB97M-V/def2-TZVPD.

## Properties
- HOMO-LUMO gap: 9.58 eV
- Energy: -10916.225 eV
- HOMO level: -8.906 eV
- ΔE to the lowest compared entry with this formula, charge and spin: 33.8 kJ/mol

```
17
C5H9NO2, DFT wB97M-V/def2-TZVPD
C -0.4324 0.0517 0.9075
C -1.6663 0.2338 0.0193
C 0.6332 1.1389 0.6340
C 1.4169 0.6023 -0.5872
C 1.0500 -0.8725 -0.6144
H -0.2475 -1.9667 0.6512
H -0.8044 0.0318 1.9551
H 1.2592 1.2150 1.4904
H 0.0925 2.0773 0.4100
H 1.0180 1.0085 -1.5384
H 2.5088 0.7653 -0.5396
H 1.9159 -1.5517 -0.6689
H 0.4140 -1.1416 -1.4688
H -3.0769 -0.8084 -0.7870
N 0.3215 -1.1519 0.6628
O -2.0392 1.2919 -0.3983
O -2.3633 -0.9237 -0.1277
```

Charges in e, computed with Löwdin, in the same order as the atoms: C -0.277; C -0.481; C -0.121; C -0.155; C -0.204; H 0.095; H 0.164; H 0.100; H 0.114; H 0.114; H 0.111; H 0.109; H 0.107; H 0.135; N -0.023; O 0.118; O 0.093

---

(7)
This record from the OMol25 dataset describes a 3-piece molecular cluster, C9H27O12P3 overall. The level of theory is wB97M-V/def2-TZVPD.

## Properties
- HOMO-LUMO gap: 11.16 eV
- Energy: -62214.392 eV
- HOMO level: -10.585 eV
- ΔE to the lowest compared entry with this formula, charge and spin: 0.0 kJ/mol

```
51
C9H27O12P3, DFT wB97M-V/def2-TZVPD
C 2.9640 -2.7844 4.2982
O 3.3165 -2.0360 3.1188
P 2.2572 -1.1136 2.4207
O 0.9983 -1.7320 2.0514
O 2.0843 0.1458 3.3778
C 3.1991 1.0158 3.6205
O 3.1169 -0.6130 1.2037
C 2.5393 0.2115 0.1895
H 3.4191 -2.3041 5.1605
H 3.3240 -3.7961 4.1549
H 1.8828 -2.8015 4.4398
H 3.5701 0.8560 4.6352
H 2.8484 2.0393 3.5354
H 4.0309 0.8202 2.9455
H 1.4544 0.0963 0.1552
H 3.0047 -0.0811 -0.7435
H 2.7259 1.2644 0.4188
C -0.5514 -2.0311 -0.5750
O -0.2327 -1.4632 -1.8633
P 0.5141 -2.3753 -2.8829
O 1.5812 -3.2455 -2.3998
O 0.9461 -1.2809 -3.9352
C 2.2356 -1.3325 -4.5591
O -0.6859 -3.1636 -3.5339
C -0.4877 -4.4088 -4.1945
H -0.7906 -1.2184 0.0991
H 0.2817 -2.5981 -0.1697
H -1.4073 -2.7068 -0.6481
H 2.8465 -2.1276 -4.1336
H 2.7213 -0.3711 -4.4174
H 2.1080 -1.5298 -5.6230
H -1.1789 -5.1451 -3.7809
H 0.5144 -4.8022 -4.0230
H -0.6970 -4.2897 -5.2555
C -2.6180 4.4150 -1.6216
O -3.5420 3.3805 -1.2953
P -3.7163 2.8871 0.1977
O -4.5484 1.6936 0.3232
O -4.2577 4.1794 0.9075
C -5.0038 4.0882 2.1111
O -2.2552 2.7925 0.7896
C -1.5746 1.5293 0.8377
H -3.1229 5.1342 -2.2705
H -1.7947 3.9912 -2.1954
H -2.2616 4.9470 -0.7429
H -5.9556 3.5938 1.9273
H -5.1445 5.0974 2.4889
H -4.4575 3.5370 2.8846
H -2.2294 0.7131 0.5335
H -1.2593 1.3423 1.8620
H -0.7117 1.5806 0.1761
```

Charges in e, computed with Löwdin, in the same order as the atoms: C -0.067; O -0.204; P 0.312; O -0.207; O -0.209; C -0.088; O -0.214; C -0.063; H 0.088; H 0.090; H 0.087; H 0.089; H 0.089; H 0.086; H 0.068; H 0.094; H 0.091; C -0.080; O -0.200; P 0.308; O -0.226; O -0.200; C -0.088; O -0.201; C -0.093; H 0.060; H 0.072; H 0.096; H 0.077; H 0.085; H 0.087; H 0.089; H 0.081; H 0.087; C -0.098; O -0.197; P 0.320; O -0.215; O -0.210; C -0.093; O -0.212; C -0.077; H 0.090; H 0.089; H 0.083; H 0.090; H 0.087; H 0.093; H 0.078; H 0.093; H 0.083

---

(8)
This record from the OMol25 dataset describes a 4-piece molecular cluster, C4H14O4 overall. The level of theory is wB97M-V/def2-TZVPD.

## Properties
- HOMO-LUMO gap: 9.83 eV
- Energy: -12564.083 eV
- HOMO level: -9.707 eV
- ΔE to the lowest compared entry with this formula, charge and spin: 91.1 kJ/mol

```
22
C4H14O4, DFT wB97M-V/def2-TZVPD
O 0.7283 -2.1926 2.2459
C 1.5491 -2.0927 1.3442
C 1.0638 -2.0620 -0.0422
C 0.7086 -0.6336 -0.4573
C 1.8671 0.3766 -0.4863
H 2.5691 -1.9022 1.6589
H 1.7185 -2.6407 -0.7193
H 0.1030 -2.5706 -0.1490
H 0.2145 -0.5961 -1.4246
H -0.0445 -0.2180 0.2267
H 1.4918 1.2159 -1.0569
H 2.8157 -0.0543 -0.8192
H 2.1143 0.8174 0.4981
H -1.0470 2.0679 -1.8310
H -1.9657 2.3316 -0.7132
O -1.2729 1.6894 -0.9741
H -1.3245 2.8586 1.5744
H -1.1970 1.9518 2.8240
O -1.8140 2.2928 2.1734
H -2.9044 0.4458 -1.6548
H -2.5108 -0.5965 -0.6721
O -2.8631 -0.4884 -1.5459
```

Charges in e, computed with Löwdin, in the same order as the atoms: O 0.033; C -0.262; C -0.183; C -0.266; C -0.107; H 0.119; H 0.123; H 0.118; H 0.099; H 0.098; H 0.051; H 0.074; H 0.076; H 0.061; H 0.065; O -0.058; H 0.018; H 0.037; O -0.053; H -0.012; H 0.016; O -0.046